Here is one molecule with the formula C3H10N2 in a non-equilibrium geometry from OMol25. Energies are from ωB97M-V with the def2-TZVPD basis set.

Structure (ORCA input):
```
! wB97M-V def2-TZVPD RIJCOSX def2/J DEFGRID3
* xyz 0 1
C 0.72 -1.00 1.12
C -0.13 -0.83 -0.19
N -1.60 -0.75 0.09
C 0.41 0.60 -0.83
N 0.64 1.73 -0.06
H 0.06 -1.83 1.70
H 0.84 -0.05 1.66
H 1.70 -1.27 0.68
H -0.21 -1.51 -1.00
H -1.89 -0.69 -0.98
H -1.89 0.15 0.47
H 1.21 0.32 -1.56
H -0.34 0.84 -1.59
H -0.18 2.24 0.29
H 1.42 2.31 -0.49
*
```

- HOMO-LUMO gap (Ha) = 0.351
- SMILES = C[C@@H](N)CN
- relative energy (zero: lowest compared OMol25 entry of this formula, charge and spin) (eV) = 1.932
- F_max (eV/Å) = 5.71

Atomic partial charges in e from the Mulliken method, atoms 1 to 6: atom 1 (C): -1.08, atom 2 (C): -0.05, atom 3 (N): -0.72, atom 4 (C): -0.67, atom 5 (N): -0.51, atom 6 (H): 0.35

---

Here is C16H13N6O3ReS4 as an isolated structure from OMol25. Energies are from ωB97M-V with the def2-TZVPD basis set.

Structure (ORCA input):
```
! wB97M-V def2-TZVPD RIJCOSX def2/J DEFGRID3
* xyz 3 2
Re -0.14 0.26 -0.61
N -1.89 3.26 -0.29
C -2.59 2.14 -0.41
N -2.05 0.92 -0.62
C -3.04 -0.07 -0.69
C -4.30 0.39 -0.57
S -4.31 2.10 -0.30
C -2.51 -1.40 -0.92
C -3.09 -2.58 -1.17
S -1.91 -3.81 -1.48
C -0.65 -2.68 -1.29
N -1.09 -1.42 -1.00
N 0.63 -2.98 -1.39
H -0.88 3.25 -0.24
H -2.34 4.14 -0.10
H -5.23 -0.16 -0.60
H -4.14 -2.82 -1.22
H 0.92 -3.93 -1.60
H 1.36 -2.31 -1.18
S 1.69 2.06 -4.32
C -0.02 2.12 -4.43
C -0.58 1.57 -3.33
N 0.34 1.10 -2.40
C 1.60 1.32 -2.83
H -0.52 2.55 -5.28
H -1.64 1.46 -3.13
H 2.47 1.03 -2.27
O -0.44 1.76 2.91
S 0.21 0.73 2.20
O -0.65 -0.28 1.48
N 1.04 1.14 0.79
C 2.00 0.12 0.70
O 2.01 -0.42 -0.43
C 2.52 -0.32 1.98
C 3.69 -1.00 2.31
C 3.89 -1.33 3.64
C 2.94 -1.02 4.62
C 1.75 -0.36 4.30
C 1.58 -0.02 2.98
H 4.44 -1.23 1.56
H 4.80 -1.83 3.93
H 3.14 -1.29 5.65
H 1.01 -0.14 5.05
*
```

- HOMO-LUMO gap (spin up / spin down) (Ha) = 0.206 / 0.217
- ⟨S²⟩ = 0.756
- relative energy (zero: lowest compared OMol25 entry of this formula, charge and spin) (eV) = 0.000
- F_max (eV/Å) = 0.61

Atomic partial charges in e from the Mulliken method, atoms 1 to 6: atom 1 (Re): 1.34, atom 2 (N): -0.28, atom 3 (C): 0.30, atom 4 (N): 0.25, atom 5 (C): -0.25, atom 6 (C): -0.18

---

Here is one molecule with the formula CIN3O6 in a non-equilibrium geometry from OMol25. Energies are from ωB97M-V with the def2-TZVPD basis set.

Structure (ORCA input):
```
! wB97M-V def2-TZVPD RIJCOSX def2/J DEFGRID3
* xyz 0 1
O 1.50 1.74 -0.90
N 0.50 1.05 -0.83
O -0.38 1.02 -1.62
C 0.41 0.12 0.39
I 1.92 0.34 1.92
N -0.97 0.27 0.94
O -1.78 0.90 0.33
O -1.12 -0.35 1.96
N 0.56 -1.33 -0.38
O 1.62 -1.47 -0.92
O -0.39 -2.07 -0.36
*
```

- HOMO-LUMO gap (Ha) = 0.336
- SMILES = O=[N+]([O-])C(I)([N+](=O)[O-])[N+](=O)[O-]
- relative energy (zero: lowest compared OMol25 entry of this formula, charge and spin) (eV) = 0.000
- F_max (eV/Å) = 2.35

Atomic partial charges in e from the Mulliken method, atoms 1 to 6: atom 1 (O): -0.54, atom 2 (N): 0.89, atom 3 (O): -0.47, atom 4 (C): -0.05, atom 5 (I): 0.31, atom 6 (N): 0.91

---

Here is C21H27AsBrMoN7O2PSe2 as an isolated structure from OMol25. Energies are from ωB97M-V with the def2-TZVPD basis set.

Structure (ORCA input):
```
! wB97M-V def2-TZVPD RIJCOSX def2/J DEFGRID3
* xyz 1 3
Mo -0.12 -0.30 -0.45
Se -0.82 -1.32 1.58
P 0.88 -2.37 2.76
Se 2.02 -3.82 1.78
C -0.10 -2.99 4.14
C -0.84 -2.12 4.93
C -1.58 -2.61 6.00
C -1.58 -3.97 6.27
C -0.84 -4.84 5.49
C -0.10 -4.35 4.42
C 1.84 -0.94 3.33
C 1.26 0.30 3.62
C 2.05 1.34 4.09
C 3.41 1.16 4.27
C 3.99 -0.06 3.98
C 3.21 -1.11 3.51
H -0.85 -1.05 4.73
H -2.16 -1.93 6.61
H -2.16 -4.35 7.10
H -0.84 -5.90 5.70
H 0.49 -5.02 3.80
H 0.21 0.46 3.46
H 1.59 2.30 4.31
H 4.02 1.98 4.64
H 5.06 -0.21 4.11
H 3.67 -2.06 3.27
C -1.21 3.29 -0.70
As -1.93 1.53 -0.33
C -3.33 1.35 -1.65
C -2.92 1.78 1.31
H -2.02 3.98 -0.92
H -0.52 3.23 -1.54
H -0.66 3.63 0.18
H -4.02 2.18 -1.55
H -3.86 0.41 -1.49
H -2.90 1.35 -2.65
H -3.50 2.70 1.24
H -2.23 1.85 2.15
H -3.59 0.94 1.46
N 2.02 -5.04 -1.83
N 1.99 -3.69 -1.65
N 3.06 -2.94 -1.84
C 2.62 -1.76 -1.45
N 1.35 -1.83 -1.03
N 0.96 -3.09 -1.17
H 2.64 -5.25 -2.60
H 1.08 -5.38 -1.95
H 3.21 -0.86 -1.44
C 0.95 1.13 -5.98
N 0.25 0.42 -4.90
C -0.67 -0.53 -5.16
C -1.33 -1.20 -4.18
C -1.00 -0.83 -2.85
O -1.45 -1.35 -1.77
N -0.10 0.13 -2.61
C 0.58 0.81 -3.59
O 1.41 1.67 -3.38
H 0.59 0.75 -6.93
H 2.02 0.97 -5.89
H 0.75 2.20 -5.90
H -0.85 -0.74 -6.20
H -2.06 -1.97 -4.39
Br 1.63 1.22 0.24
*
```

- HOMO-LUMO gap (spin up / spin down) (Ha) = 0.219 / 0.242
- ⟨S²⟩ = 2.055
- relative energy (zero: lowest compared OMol25 entry of this formula, charge and spin) (eV) = 0.281
- F_max (eV/Å) = 0.43

Atomic partial charges in e from the Mulliken method, atoms 1 to 6: atom 1 (Mo): 0.60, atom 2 (Se): -0.13, atom 3 (P): 0.65, atom 4 (Se): -0.41, atom 5 (C): 0.93, atom 6 (C): -0.24

---

Here is C48H132AgN12O16S as an isolated structure in a non-equilibrium geometry from OMol25. Energies are from ωB97M-V with the def2-TZVPD basis set.

Structure (ORCA input):
```
! wB97M-V def2-TZVPD RIJCOSX def2/J DEFGRID3
* xyz 0 2
Ag 0.38 0.29 -0.20
S -0.55 -1.31 -2.35
O -0.94 -2.73 -2.25
O -1.37 -0.53 -1.48
O 0.78 -1.09 -1.70
O -0.50 -0.81 -3.70
C -6.13 0.17 -3.07
C -4.95 0.36 -2.07
C -5.45 0.74 -0.66
O -6.36 1.88 -0.67
C -5.75 3.18 -0.53
N -4.14 -0.83 -2.18
H -6.67 1.11 -3.14
H -6.74 -0.57 -2.56
H -5.67 -0.05 -4.04
H -4.36 1.19 -2.46
H -4.56 0.98 -0.09
H -5.96 -0.09 -0.16
H -5.01 3.40 -1.30
H -5.24 3.43 0.40
H -6.47 3.97 -0.72
H -3.19 -0.63 -1.90
H -4.14 -1.07 -3.16
C -2.99 -0.66 1.35
C -1.75 -0.75 2.28
C -2.02 -1.73 3.49
O -0.85 -1.89 4.30
C -1.06 -3.01 5.15
N -0.59 -1.17 1.44
H -3.90 -0.31 1.83
H -3.25 -1.66 1.00
H -2.67 -0.06 0.50
H -1.55 0.20 2.77
H -2.34 -2.71 3.13
H -2.74 -1.21 4.12
H -1.98 -2.99 5.72
H -0.22 -3.06 5.85
H -0.94 -3.94 4.58
H 0.08 -1.57 2.08
H -0.87 -2.01 0.95
C 3.34 1.58 -2.14
C 2.19 2.58 -1.83
C 2.21 3.75 -2.83
O 1.20 4.67 -2.40
C 1.33 5.98 -3.00
N 0.96 1.90 -1.84
H 3.26 1.17 -3.14
H 3.47 0.73 -1.48
H 4.33 2.04 -2.09
H 2.41 3.04 -0.86
H 2.04 3.45 -3.86
H 3.20 4.23 -2.81
H 2.37 6.27 -3.14
H 1.00 6.79 -2.36
H 0.82 5.90 -3.96
H 0.87 1.51 -2.77
H 0.54 2.82 -1.96
C 0.23 -4.83 2.18
C 0.30 -4.80 0.69
C -0.11 -6.15 0.06
O 0.67 -7.26 0.52
C 2.10 -7.23 0.29
N -0.69 -3.83 0.21
H 0.98 -5.50 2.60
H -0.70 -5.30 2.50
H 0.35 -3.83 2.60
H 1.32 -4.59 0.37
H -0.14 -6.06 -1.02
H -1.15 -6.40 0.23
H 2.26 -7.11 -0.78
H 2.37 -8.27 0.49
H 2.65 -6.55 0.95
H -0.67 -3.71 -0.79
H -1.63 -4.14 0.42
C 3.13 0.75 6.14
C 2.69 -0.18 5.07
C 2.54 -1.53 5.78
O 3.84 -2.10 5.99
C 4.23 -2.22 7.40
N 1.39 0.23 4.56
H 4.14 0.57 6.52
H 2.48 0.91 7.00
H 3.24 1.71 5.65
H 3.47 -0.28 4.31
H 2.00 -2.25 5.17
H 2.02 -1.45 6.74
H 3.55 -2.91 7.89
H 4.17 -1.24 7.88
H 5.24 -2.60 7.52
H 0.92 0.74 5.30
H 0.80 -0.59 4.56
C 2.65 -2.27 2.20
C 3.36 -1.15 1.47
C 4.83 -1.35 1.03
O 5.17 -0.14 0.42
C 6.51 -0.03 -0.02
N 2.48 -0.99 0.31
H 3.17 -2.61 3.09
H 2.54 -3.16 1.57
H 1.72 -1.91 2.63
H 3.23 -0.24 2.06
H 4.95 -2.17 0.33
H 5.55 -1.55 1.82
H 6.62 0.80 -0.72
H 6.92 -0.94 -0.46
H 7.17 0.22 0.81
H 3.18 -0.87 -0.41
H 2.22 -1.92 -0.01
C 4.99 3.27 3.48
C 4.82 3.47 1.95
C 6.18 3.58 1.21
O 5.86 3.64 -0.16
C 7.02 4.01 -0.96
N 4.04 2.46 1.38
H 4.19 3.75 4.04
H 5.94 3.66 3.86
H 5.03 2.20 3.71
H 4.27 4.39 1.76
H 6.78 2.71 1.49
H 6.62 4.52 1.53
H 6.77 4.36 -1.97
H 7.72 3.20 -1.16
H 7.55 4.85 -0.51
H 4.25 2.53 0.39
H 4.56 1.61 1.55
C -1.72 2.56 -4.06
C -0.91 2.14 -5.36
C -0.75 3.31 -6.35
O -0.65 2.84 -7.71
C -1.84 2.37 -8.25
N 0.37 1.61 -4.89
H -2.74 2.91 -4.20
H -1.20 3.37 -3.56
H -1.67 1.75 -3.33
H -1.42 1.28 -5.80
H 0.14 3.93 -6.21
H -1.55 4.04 -6.22
H -2.08 1.39 -7.82
H -1.79 2.24 -9.33
H -2.65 3.08 -8.14
H 0.91 1.34 -5.70
H 0.08 0.79 -4.36
C -3.55 -5.48 -1.99
C -4.15 -4.12 -1.95
C -5.60 -4.05 -1.49
O -6.50 -4.63 -2.37
C -6.83 -3.87 -3.57
N -3.38 -3.40 -0.98
H -3.18 -5.94 -1.07
H -2.72 -5.50 -2.70
H -4.32 -6.15 -2.39
H -4.14 -3.63 -2.92
H -5.91 -3.01 -1.44
H -5.61 -4.44 -0.47
H -7.64 -4.40 -4.06
H -5.94 -3.95 -4.19
H -6.99 -2.79 -3.47
H -2.43 -3.30 -1.30
H -3.73 -2.45 -0.98
C 4.91 -3.23 -2.94
C 3.59 -2.41 -2.70
C 2.86 -2.19 -4.06
O 3.49 -1.12 -4.66
C 3.07 -0.79 -5.98
N 2.72 -3.06 -1.78
H 4.79 -4.05 -3.65
H 5.18 -3.71 -2.00
H 5.65 -2.46 -3.16
H 3.89 -1.46 -2.27
H 1.82 -1.88 -3.99
H 2.89 -3.05 -4.73
H 2.05 -0.40 -6.01
H 3.16 -1.64 -6.67
H 3.69 -0.03 -6.45
H 1.92 -2.44 -1.73
H 2.34 -3.85 -2.28
C 1.29 3.79 2.60
C 0.53 2.54 1.99
C -0.34 3.08 0.76
O -1.03 1.95 0.24
C -2.00 2.44 -0.62
N 1.44 1.52 1.50
H 0.61 4.42 3.17
H 1.77 4.32 1.77
H 2.03 3.51 3.34
H -0.10 2.05 2.74
H 0.23 3.67 0.05
H -1.04 3.82 1.14
H -2.75 3.05 -0.13
H -2.57 1.60 -1.02
H -1.69 3.10 -1.43
H 1.59 1.04 2.38
H 2.34 1.95 1.35
C -6.65 4.13 4.75
C -6.88 3.07 3.65
C -5.50 2.39 3.38
O -4.57 3.35 2.80
C -3.23 2.84 2.73
N -7.82 2.01 3.99
H -7.44 4.87 4.88
H -5.73 4.70 4.69
H -6.53 3.53 5.65
H -7.23 3.60 2.77
H -5.46 1.48 2.78
H -5.10 2.13 4.36
H -2.55 3.69 2.68
H -3.01 2.30 1.81
H -2.97 2.26 3.62
H -7.61 1.13 3.54
H -7.64 1.78 4.96
*
```

- HOMO-LUMO gap (spin up / spin down) (Ha) = 0.298 / 0.233
- ⟨S²⟩ = 0.753
- relative energy (zero: lowest compared OMol25 entry of this formula, charge and spin) (eV) = 0.000
- F_max (eV/Å) = 4.84

Atomic partial charges in e from the Mulliken method, atoms 1 to 6: atom 1 (Ag): 3.48, atom 2 (S): 0.81, atom 3 (O): -1.58, atom 4 (O): 0.14, atom 5 (O): 0.79, atom 6 (O): -1.36

---

Here is a 2-piece molecular cluster, C24H25N2 overall in a non-equilibrium geometry from OMol25. Energies are from ωB97M-V with the def2-TZVPD basis set.

Structure (ORCA input):
```
! wB97M-V def2-TZVPD RIJCOSX def2/J DEFGRID3
* xyz 1 1
C -0.02 6.53 1.97
C -0.13 5.35 1.06
C 1.03 4.65 0.68
C 0.94 3.49 -0.08
C -0.32 3.04 -0.50
N -0.40 1.86 -1.22
C -1.49 3.77 -0.20
C -1.38 4.92 0.58
H -1.01 6.94 2.19
H 0.45 6.24 2.91
H 0.60 7.32 1.53
H 2.00 5.03 0.98
H 1.83 2.95 -0.40
H -1.18 1.76 -1.85
H 0.48 1.46 -1.53
H -2.44 3.44 -0.61
H -2.27 5.51 0.81
C -0.98 -0.01 4.03
N -0.61 -0.53 2.73
C -0.93 0.06 1.55
C -0.54 -0.79 0.48
C -0.81 -0.57 -0.87
C -0.25 -1.37 -1.92
C 1.11 -1.78 -1.92
C 1.59 -2.67 -2.88
C 0.72 -3.19 -3.86
C 1.21 -4.22 -4.82
C -0.60 -2.74 -3.91
C -1.07 -1.81 -2.99
C 0.07 -1.98 1.11
C 0.44 -3.24 0.67
C 0.89 -4.19 1.61
C 0.86 -3.92 2.99
C 0.38 -2.69 3.46
C 0.03 -1.75 2.50
H -0.57 -0.67 4.79
H -0.58 1.01 4.16
H -2.08 0.03 4.15
H -1.44 1.01 1.49
H -1.71 0.01 -1.08
H 1.79 -1.40 -1.15
H 2.63 -3.01 -2.85
H 0.43 -4.48 -5.53
H 2.08 -3.86 -5.38
H 1.52 -5.14 -4.31
H -1.27 -3.14 -4.67
H -2.10 -1.45 -3.02
H 0.37 -3.50 -0.38
H 1.24 -5.16 1.26
H 1.20 -4.66 3.70
H 0.29 -2.45 4.52
*
```

- HOMO-LUMO gap (Ha) = 0.212
- relative energy (zero: lowest compared OMol25 entry of this formula, charge and spin) (eV) = 0.480
- F_max (eV/Å) = 2.02

Atomic partial charges in e from the Mulliken method, atoms 1 to 6: atom 1 (C): -1.36, atom 2 (C): 0.68, atom 3 (C): -0.76, atom 4 (C): -0.54, atom 5 (C): 0.83, atom 6 (N): -0.40

---

Here is C40H48N7S3SiTa as an isolated structure in a non-equilibrium geometry from OMol25. Energies are from ωB97M-V with the def2-TZVPD basis set.

Structure (ORCA input):
```
! wB97M-V def2-TZVPD RIJCOSX def2/J DEFGRID3
* xyz 2 1
Ta -0.78 0.44 0.13
C -3.03 5.11 1.91
S -4.17 3.77 1.52
C -3.14 2.40 1.30
S -1.42 2.49 1.48
N -3.79 1.31 1.01
N -2.90 0.25 0.84
C -3.41 -0.92 0.99
C -2.49 -2.05 0.93
C -2.87 -3.34 1.24
C -1.90 -4.33 1.25
C -0.59 -3.99 0.95
C -0.29 -2.67 0.65
N -1.22 -1.72 0.64
H -3.63 6.02 1.83
H -2.65 5.01 2.92
H -2.22 5.16 1.19
H -4.46 -1.02 1.24
H -3.91 -3.55 1.47
H -2.16 -5.35 1.49
H 0.19 -4.73 0.94
H 0.72 -2.37 0.40
C 3.23 3.24 0.69
C 2.81 1.87 1.22
C 3.20 0.77 0.27
C 4.48 0.24 0.36
C 4.96 -0.63 -0.61
C 4.18 -0.92 -1.71
C 2.90 -0.39 -1.86
C 2.22 -0.59 -3.20
C 2.88 0.23 -4.31
C 2.39 0.39 -0.81
N 1.05 0.97 -0.88
C 0.92 1.95 -1.77
C -0.32 2.48 -2.02
C -0.84 3.47 -2.85
C -2.22 3.46 -2.65
C -2.49 2.45 -1.72
N -1.34 1.86 -1.32
H 3.01 4.03 1.41
H 2.71 3.48 -0.24
H 4.30 3.26 0.48
H 1.73 1.88 1.39
H 3.29 1.69 2.18
H 5.12 0.56 1.17
H 5.96 -1.04 -0.53
H 4.58 -1.54 -2.50
H 1.17 -0.33 -3.14
H 2.28 -1.64 -3.47
H 2.89 1.30 -4.07
H 2.36 0.10 -5.25
H 3.92 -0.07 -4.45
H 1.80 2.32 -2.29
H -0.28 4.12 -3.51
H -2.95 4.09 -3.12
H -3.45 2.15 -1.32
C 4.80 -0.77 4.05
C 3.49 -1.47 4.35
N 2.40 -1.16 3.42
C 1.57 -0.12 3.52
S 0.05 -0.12 2.65
N 1.83 0.84 4.39
C 1.01 2.03 4.67
C 1.91 3.18 5.09
H 5.57 -1.15 4.72
H 4.75 0.31 4.19
H 5.11 -0.97 3.03
H 3.14 -1.25 5.36
H 3.63 -2.55 4.31
H 2.09 -1.88 2.78
H 2.65 0.73 4.97
H 0.29 1.78 5.45
H 0.45 2.27 3.76
H 2.46 2.95 6.00
H 1.31 4.06 5.29
H 2.63 3.43 4.31
C -0.59 -5.41 -2.17
C -1.93 -5.05 -2.11
C -2.29 -3.71 -2.06
C -1.33 -2.71 -2.07
C 0.02 -3.09 -2.14
C 0.39 -4.42 -2.19
Si -1.72 -0.89 -2.10
C -3.47 -0.53 -2.53
C -4.56 -1.17 -1.92
C -5.86 -0.94 -2.34
C -6.10 -0.07 -3.40
C -5.03 0.57 -4.02
C -3.73 0.33 -3.59
H -0.31 -6.45 -2.23
H -2.69 -5.82 -2.11
H -3.35 -3.46 -2.06
H 0.79 -2.33 -2.15
H 1.44 -4.70 -2.26
H -0.82 -0.23 -3.08
H -4.41 -1.86 -1.10
H -6.69 -1.44 -1.86
H -7.11 0.10 -3.74
H -5.22 1.24 -4.85
H -2.92 0.82 -4.10
*
```

- HOMO-LUMO gap (Ha) = 0.216
- relative energy (zero: lowest compared OMol25 entry of this formula, charge and spin) (eV) = 1.953
- F_max (eV/Å) = 1.65

Atomic partial charges in e from the Mulliken method, atoms 1 to 6: atom 1 (Ta): -0.48, atom 2 (C): -0.80, atom 3 (S): 0.04, atom 4 (C): 0.58, atom 5 (S): -0.53, atom 6 (N): -1.85